# 1
{
  "formula": "CH4N2O2",
  "method": "ωB97M-V/def2-TZVPD",
  "species": ["O", "H", "H", "C", "H", "N", "N", "H", "O"],
  "positions_angstrom": [[-2.362, 2.051, -0.583], [-0.890, -1.281, 0.860], [0.196, 1.431, 0.347], [0.131, 0.503, -0.018], [0.492, 0.482, -1.065], [-1.280, 0.178, -0.144], [-1.716, -0.922, 0.280], [0.476, -0.245, 0.612], [-2.843, -1.431, 0.237]],
  "mulliken_charge": [-0.19, 0.24, 0.19, -0.67, 0.24, -0.24, 0.54, 0.44, -0.54],
  "homo_ha": [-0.384, -0.385],
  "max_force_ha_per_bohr": 0.0921,
  "relative_energy_ev": 8.4501,
  "orbital_gap_ev": [9.0268, 9.2099]
}


# 2
{
  "formula": "CH4N2O2",
  "method": "ωB97M-V/def2-TZVPD",
  "species": ["O", "N", "H", "H", "N", "O", "H", "C", "H"],
  "positions_angstrom": [[-0.769, 0.529, -0.015], [1.581, 0.497, -0.233], [-2.685, 0.408, -0.398], [2.397, -0.079, -0.149], [-1.996, -0.303, -0.285], [0.508, -1.466, 0.286], [-2.105, -0.999, 0.441], [0.555, -0.328, -0.010], [1.843, 1.454, -0.155]],
  "mulliken_charge": [-0.31, -0.36, 0.24, 0.26, -0.40, -0.46, 0.23, 0.57, 0.23],
  "smiles": "NOC(N)=O",
  "homo_ha": -0.334,
  "max_force_ha_per_bohr": 0.1209,
  "relative_energy_ev": 1.6778,
  "orbital_gap_ev": 9.8641
}


# 3
{
  "formula": "CH4N2O2",
  "method": "ωB97M-V/def2-TZVPD",
  "species": ["O", "H", "C", "N", "H", "H", "N", "O", "H"],
  "positions_angstrom": [[-0.653, -1.397, 0.578], [-1.270, 1.767, 0.397], [0.777, -0.022, -0.813], [0.150, -1.233, -0.765], [-0.885, -0.212, 0.649], [1.467, 1.610, 0.316], [0.496, 1.175, -0.081], [-0.624, 1.031, 0.789], [1.724, 0.298, -1.502]],
  "mulliken_charge": [-0.53, 0.42, 0.10, -0.34, 0.41, 0.29, -0.24, -0.37, 0.26],
  "homo_ha": -0.325,
  "max_force_ha_per_bohr": 0.1032,
  "relative_energy_ev": 6.0298,
  "orbital_gap_ev": 9.0048
}


# 4
{
  "formula": "CH4N2O2S",
  "method": "ωB97M-V/def2-TZVPD",
  "species": ["S", "O", "H", "N", "H", "H", "H", "C", "N", "O"],
  "positions_angstrom": [[-0.348, -0.413, 0.677], [-1.217, -1.603, 0.565], [-1.827, 1.002, -0.345], [1.304, -0.778, -0.079], [2.067, -0.930, 0.509], [-0.397, 0.520, -1.447], [-0.092, 1.693, -0.205], [-0.785, 0.894, -0.481], [1.413, -0.519, -1.202], [-0.119, 0.133, 2.008]],
  "mulliken_charge": [0.98, -0.59, 0.35, 0.37, 0.25, 0.43, 0.34, -0.92, -0.63, -0.59],
  "homo_ha": -0.330,
  "max_force_ha_per_bohr": 0.0713,
  "relative_energy_ev": 3.3200,
  "orbital_gap_ev": 9.2439
}


# 5
{
  "formula": "CH4N2O2S",
  "method": "ωB97M-V/def2-TZVPD",
  "species": ["H", "H", "N", "H", "C", "S", "O", "H", "N", "O"],
  "positions_angstrom": [[1.610, -0.085, -0.888], [0.872, -1.342, 0.122], [-2.367, 0.011, -1.395], [-1.190, 0.217, -0.370], [1.447, -0.415, 0.114], [0.637, 1.080, 0.807], [-0.863, 0.422, 0.599], [2.263, -0.560, 0.827], [-3.109, -0.388, -2.087], [0.700, 1.059, 2.269]],
  "mulliken_charge": [0.33, 0.26, 0.25, 0.51, -0.88, 0.60, -0.55, 0.34, -0.31, -0.55],
  "homo_ha": -0.340,
  "max_force_ha_per_bohr": 0.0670,
  "relative_energy_ev": 0.5315,
  "orbital_gap_ev": 9.7978
}


# 6
{
  "formula": "CH4N2O2S",
  "method": "ωB97M-V/def2-TZVPD",
  "species": ["H", "H", "H", "S", "N", "H", "O", "N", "O", "C"],
  "positions_angstrom": [[-0.125, 0.110, 1.281], [-1.069, -2.141, 1.070], [-0.430, 0.341, -1.776], [-0.615, -1.757, -0.175], [2.024, -0.185, -0.112], [-0.297, 1.788, -0.761], [2.668, 0.829, 0.031], [-0.456, 0.738, -0.809], [2.363, -1.304, -0.248], [-0.137, -0.119, 0.168]],
  "mulliken_charge": [0.30, 0.15, 0.21, -0.16, 0.64, 0.27, -0.57, -0.42, -0.51, 0.10],
  "homo_ha": [-0.293, -0.293],
  "max_force_ha_per_bohr": 0.0908,
  "relative_energy_ev": 4.1037,
  "orbital_gap_ev": [8.3183, 8.3160]
}


# 7
{
  "formula": "CH4N2O2S",
  "method": "ωB97M-V/def2-TZVPD",
  "species": ["O", "S", "H", "C", "O", "H", "H", "N", "N", "H"],
  "positions_angstrom": [[1.034, -0.244, 2.951], [1.232, -0.440, 1.375], [-0.244, -1.223, -1.888], [-0.236, 0.019, -1.886], [-0.989, 0.734, -2.548], [-1.800, 0.290, -0.021], [0.886, 0.158, -1.830], [-0.218, -0.125, 0.935], [-0.795, 0.125, -0.159], [1.130, 0.707, 3.071]],
  "mulliken_charge": [-0.43, 0.26, 0.15, 0.01, -0.62, 0.26, 0.15, -0.16, 0.01, 0.36],
  "homo_ha": -0.306,
  "max_force_ha_per_bohr": 0.0732,
  "relative_energy_ev": 4.2074,
  "orbital_gap_ev": 7.6355
}


# 8
{
  "formula": "CH4N2O3",
  "method": "ωB97M-V/def2-TZVPD",
  "species": ["H", "N", "H", "O", "O", "N", "H", "C", "H", "O"],
  "positions_angstrom": [[2.012, -0.461, -0.498], [0.435, -1.110, -0.212], [-1.729, 0.883, 0.403], [-0.027, 1.670, -0.410], [-1.862, -1.029, -0.030], [-0.682, 0.756, 0.507], [0.676, -2.090, -0.449], [-0.737, -0.582, 0.026], [0.304, 2.493, 0.324], [1.610, -0.529, 0.340]],
  "mulliken_charge": [0.36, -0.11, 0.30, -0.45, -0.61, -0.21, 0.26, 0.44, 0.37, -0.35],
  "smiles": "O=C(NO)NO",
  "homo_ha": -0.358,
  "max_force_ha_per_bohr": 0.1017,
  "relative_energy_ev": 2.1484,
  "orbital_gap_ev": 10.2512
}


# 9
{
  "formula": "CH4N2O3P",
  "method": "ωB97M-V/def2-TZVPD",
  "species": ["H", "P", "H", "C", "N", "O", "O", "H", "H", "O", "N"],
  "positions_angstrom": [[1.802, 1.856, -0.252], [0.824, -0.120, 0.043], [-2.428, -1.384, -0.301], [-1.030, 0.013, -0.062], [-1.520, -1.161, -0.496], [1.269, -0.969, 1.180], [-1.694, 0.949, 0.347], [-0.961, -1.945, -0.887], [1.276, 1.802, 1.372], [1.315, -0.571, -1.336], [1.147, 1.529, 0.393]],
  "mulliken_charge": [0.22, 0.71, 0.21, 0.47, -0.39, -0.74, -0.61, 0.22, 0.21, -0.76, -0.54],
  "smiles": "NC(=O)[P@](N)(=O)[O-]",
  "total_charge": -1,
  "homo_ha": -0.168,
  "max_force_ha_per_bohr": 0.0569,
  "relative_energy_ev": 0.3679,
  "orbital_gap_ev": 8.7786
}


# 10
{
  "formula": "CH4N2O4",
  "method": "ωB97M-V/def2-TZVPD",
  "species": ["N", "O", "O", "H", "C", "O", "H", "H", "H", "N", "O"],
  "positions_angstrom": [[0.269, 1.426, 1.303], [0.034, -0.124, -1.902], [-1.716, 0.285, -0.475], [-0.013, -1.695, 0.122], [0.429, 0.630, 0.274], [1.524, -0.008, 0.025], [-1.394, -0.869, 0.237], [1.109, 1.524, 1.921], [0.990, -0.378, -1.499], [-0.470, 0.798, -0.779], [-0.762, -1.590, 0.772]],
  "mulliken_charge": [-0.93, -0.48, -0.69, 0.29, 0.61, -0.85, 0.46, 0.16, 0.35, -0.10, -0.83],
  "total_charge": -2,
  "homo_ha": 0.050,
  "max_force_ha_per_bohr": 0.0897,
  "relative_energy_ev": 1.1795,
  "orbital_gap_ev": 6.1015
}


# 11
{
  "formula": "CH4N2O4S2",
  "method": "ωB97M-V/def2-TZVPD",
  "species": ["H", "C", "O", "N", "H", "H", "O", "H", "O", "S", "O", "S", "N"],
  "positions_angstrom": [[0.571, -1.926, -0.947], [-0.646, -0.706, -1.879], [-0.618, 0.857, 3.055], [0.157, 0.151, 0.821], [-1.441, 0.091, -1.638], [-1.012, -1.387, -2.585], [-1.762, 2.008, 1.083], [0.244, -0.235, -2.343], [2.222, 1.450, 0.205], [-1.330, 0.687, 1.666], [2.417, -0.271, 1.920], [1.512, 0.798, 1.319], [-0.314, -1.517, -0.677]],
  "mulliken_charge": [0.17, -0.61, -0.69, -0.22, 0.18, 0.35, -0.64, 0.20, -0.65, 0.39, -0.64, 0.60, -0.44],
  "total_charge": -2,
  "homo_ha": [0.009, 0.006],
  "max_force_ha_per_bohr": 0.0638,
  "relative_energy_ev": 3.3659,
  "orbital_gap_ev": [6.1590, 6.2474]
}


# 12
{
  "formula": "CH4N2ORb",
  "method": "ωB97M-V/def2-TZVPD",
  "species": ["N", "C", "H", "H", "O", "N", "Rb", "H", "H"],
  "positions_angstrom": [[1.245, -0.128, 0.035], [-0.040, -0.080, 0.283], [-0.413, -0.990, -1.463], [1.529, -0.572, -0.826], [-0.488, 0.527, 1.254], [-0.775, -0.791, -0.541], [-1.249, 2.438, 1.064], [-1.772, -0.706, -0.406], [1.963, 0.302, 0.600]],
  "mulliken_charge": [-0.33, 0.83, 0.22, 0.16, -0.92, -0.37, 0.94, 0.24, 0.23],
  "total_charge": 1,
  "homo_ha": -0.537,
  "max_force_ha_per_bohr": 0.1402,
  "relative_energy_ev": 1.8459,
  "orbital_gap_ev": 10.9987
}